Molecular formula: H18O9
Method: DFT, ωB97M-V/def2-TZVPD

```
27
H18O9 (ωB97M-V/def2-TZVPD)
O -2.816 -0.639 -3.465
H -2.716 -1.577 -3.471
H -1.861 -0.430 -3.760
O -3.450 0.224 0.672
H -3.097 -0.348 0.137
H -3.644 0.946 0.062
O -2.476 3.221 0.856
H -3.309 3.171 1.396
H -2.599 3.878 0.207
O 0.069 -0.644 2.564
H -0.677 -1.215 2.351
H 0.882 -1.159 2.429
O 3.506 0.113 -0.036
H 3.205 0.286 0.906
H 3.706 1.011 -0.229
O -0.202 -1.462 -1.056
H -0.010 -1.064 -0.229
H 0.638 -1.775 -1.400
O -0.146 0.782 0.292
H -0.883 1.021 0.810
H 0.367 0.393 1.061
O 2.935 -0.600 2.628
H 2.466 -0.124 3.264
H 3.839 -0.814 2.693
O 2.159 -1.494 -2.871
H 1.331 -0.942 -3.282
H 2.783 -0.761 -2.529
```

As for the molecular weight: 162.14 Da. Its strongest force on any atom is 7.9 eV Å⁻¹. The frontier orbital gap is 10.52 eV. Its energy relative to the best compared isomer or geometry (same formula, charge and spin) is 87.8 kcal/mol. The highest occupied orbital energy comes out at -0.3759 Eh. As for the net charge: 0. Its LUMO energy is 0.29 eV. As for the calculated total energy: -687.8859 hartree.